Version P
2 unconnected molecules or ions with the total composition C2H8N2O2. Source: OMol25; level of theory: ωB97M-V/def2-TZVPD.

Output
Spin multiplicity: 1
Structure (SMILES): CNC(N)=O.O

Element x y z (Å)
1 C -0.63 -0.84 -1.91
2 N -0.50 -0.24 -0.57
3 C -0.55 -1.23 0.43
4 N -0.70 -0.70 1.67
5 O -0.25 -2.42 0.26
6 H -1.59 -1.37 -2.11
7 H 0.07 -1.66 -2.13
8 H -0.54 -0.09 -2.72
9 H -1.02 0.60 -0.35
10 H -1.18 0.08 1.83
11 H -0.73 -1.35 2.41
12 O 2.52 3.43 1.00
13 H 2.19 2.74 0.46
14 H 2.91 3.04 1.73

---

Version Q
2 unconnected molecules or ions with the total composition C2H8N2O2. Source: OMol25; level of theory: ωB97M-V/def2-TZVPD.

Output
Spin multiplicity: 1
Structure (SMILES): O=CO.NCN

Element x y z (Å)
1 O -3.25 -0.75 0.12
2 C -2.45 -0.13 -0.54
3 O -2.35 1.21 -0.87
4 H -1.55 -0.66 -0.86
5 H -2.67 1.74 -0.14
6 N 0.75 -1.31 -0.03
7 C 1.12 0.18 -0.22
8 N 1.75 0.88 0.90
9 H 1.48 -1.87 -0.40
10 H 1.01 -1.63 0.95
11 H 1.69 0.20 -1.15
12 H 0.15 0.78 -0.53
13 H 1.60 0.44 1.81
14 H 2.73 0.91 0.95

---

Version R
2 unconnected molecules or ions with the total composition C2H8N2O2. Source: OMol25; level of theory: ωB97M-V/def2-TZVPD.

Output
Spin multiplicity: 1
Structure (SMILES): O=CO.NCN

Element x y z (Å)
1 O 1.15 -0.69 -1.40
2 C 1.39 -1.12 -0.27
3 O 0.55 -1.60 0.58
4 H 2.30 -0.77 0.09
5 H 0.04 -0.84 0.88
6 N -0.50 1.76 1.23
7 C -0.85 1.31 -0.17
8 N -1.30 -0.14 -0.08
9 H -0.50 2.83 1.02
10 H -1.30 1.87 1.86
11 H 0.05 1.41 -0.77
12 H -1.51 2.00 -0.66
13 H -2.34 -0.09 -0.29
14 H -0.89 -0.60 -0.93

---

version P has the most favorable energy; the next structure is 0.0526 hartree above.